DFT (ωB97M-V/def2-TZVPD) results for a cluster of 2 separate species, C2H3N2OP in total in a non-equilibrium geometry.

Each line ends with the natural charge from an NBO analysis.
Cartesian coordinates (Å):
C 2.5652 -0.7171 -0.0003  0.27
C 0.6249 -0.0349 0.0333  0.37
N 2.6022 0.5650 0.1928  -0.29
N 1.3581 0.9956 0.1874  -0.36
O 1.3234 -1.1979 -0.0898  -0.44
P -1.8885 -0.2744 0.2184  0.27
H 3.4219 -1.4465 -0.1302  0.21
H -2.2319 -0.2990 -1.1709  -0.02
H -2.1678 1.1213 0.3509  -0.01

Properties
frontier orbital gap: 9.20 eV
LUMO energy: -0.96 eV
charge: 0
multiplicity: 1